1.
16
Properties=species:S:1:pos:R:3 method="wB97M-V/def2-TZVPD" smiles="C=C1CC1.C=C" homo_lumo_gap_ev=10.4 e_tot_ev=-6381.0458 e_lumo_ev=1.21 relative_energy_kcal_mol=64.9 homo_ev=-9.2
C 0.26 -1.80 0.57
C -0.63 -0.88 0.25
C -1.59 0.14 0.69
C -1.51 -0.31 -0.77
H 0.69 -2.45 -0.19
H 0.61 -1.91 1.59
H -2.41 -0.20 1.32
H -1.24 1.15 0.90
H -1.12 0.43 -1.47
H -2.29 -0.95 -1.18
C 1.91 0.58 -0.25
C 1.20 1.70 -0.33
H 2.05 -0.07 -1.11
H 2.32 0.22 0.69
H 0.75 2.02 -1.26
H 1.01 2.31 0.55


2.
16
Properties=species:S:1:pos:R:3 method="wB97M-V/def2-TZVPD" homo_lumo_gap_ev=8.7 e_tot_ev=-6379.2079 e_lumo_ev=1.10 relative_energy_kcal_mol=107.3 homo_ev=-7.6
C -1.22 -0.58 1.33
C -0.56 0.51 0.53
C 0.98 0.88 0.57
C 1.15 0.53 -0.87
C 0.71 -0.82 -1.18
C -0.58 -0.15 -0.84
H -0.56 -1.42 1.55
H -1.77 -0.30 2.26
H -1.53 -1.03 0.03
H -1.15 1.43 0.53
H 1.20 1.93 0.80
H 1.54 0.23 1.25
H 1.26 1.29 -1.64
H 1.03 -1.62 -0.51
H 0.76 -1.11 -2.22
H -1.25 0.24 -1.60